# 1
Molecular formula: C17H50B2NO11P2S5
Method: DFT, ωB97M-V/def2-TZVPD

Properties
HOMO energy	-10.618	eV
E_LUMO	-3.268	eV
frontier orbital gap	7.35	eV
net charge	+1

```
88
Properties=species:S:1:pos:R:3:forces:R:3:mulliken_charge:R:1
C 1.815 0.385 -2.368 -0.443 -0.180 -0.105 -0.9733
C 0.647 1.170 -2.931 1.006 0.159 -0.093 -0.2919
O -0.396 1.409 -1.946 0.414 -0.112 0.446 -0.6425
B -1.367 0.490 -1.987 0.462 0.176 -0.671 0.6579
O -2.507 0.708 -2.636 -1.081 0.126 0.442 -0.3618
P -1.237 -1.252 -1.078 0.074 0.186 0.694 -0.3345
C -0.456 -0.907 0.569 0.470 0.120 -0.254 -0.9035
C 1.018 -1.365 0.719 -0.819 -0.040 0.251 0.4554
C 1.160 -2.476 1.763 0.225 0.274 -0.420 -0.8468
C 2.158 -3.547 1.373 -0.294 -0.550 0.966 -0.8543
O 3.386 -2.997 0.903 -0.444 0.592 0.044 -0.2286
C 3.479 -2.900 -0.427 1.298 1.672 0.501 -0.0366
O 3.145 -3.714 -1.202 -1.336 -2.064 -1.589 -0.5232
P -0.245 -2.799 -2.301 0.246 -0.426 -2.635 0.5308
N -0.466 -2.569 -3.842 -0.449 0.545 0.971 -0.7164
B -3.010 -1.989 -0.668 0.467 -0.689 -0.162 0.7197
O -3.022 -3.197 -0.051 0.369 0.245 0.808 -0.5395
O -4.124 -1.341 -0.951 -0.560 0.860 0.218 -0.2566
H 1.712 -0.672 -2.594 0.073 -0.285 0.119 0.0825
H 1.913 0.556 -1.306 0.037 0.016 0.364 0.1962
H 2.729 0.722 -2.827 0.343 0.021 -0.232 0.6024
H 0.267 0.707 -3.835 -0.293 -0.060 0.140 0.4194
H 1.046 2.124 -3.236 -0.345 0.612 0.084 0.4025
H -2.606 1.672 -2.717 -0.083 -0.202 -0.555 0.3304
H -1.084 -1.317 1.346 -0.170 -0.263 0.251 0.8117
H -0.485 0.167 0.717 -0.244 0.298 -0.217 0.3549
H 1.415 -1.633 -0.251 0.118 -0.168 -0.142 -0.6336
H 1.572 -0.500 1.043 0.355 0.236 0.123 0.5192
H 1.399 -2.014 2.709 0.225 0.137 0.299 0.3497
H 0.211 -2.980 1.923 -0.261 -0.213 -0.042 0.3692
H 1.699 -4.243 0.680 0.286 -0.038 -0.544 0.3668
H 2.389 -4.123 2.256 0.236 -0.222 0.217 0.4118
H 3.938 -1.977 -0.796 0.391 0.320 0.615 0.6392
H 1.140 -2.851 -2.040 -0.300 -0.173 0.795 0.0481
H -0.821 -4.039 -1.939 0.301 0.217 0.814 0.1144
H -0.986 -1.724 -4.060 0.144 -0.104 -0.483 0.2571
H -2.262 -3.272 0.543 -0.080 -0.625 -0.154 0.3488
H -4.786 -1.546 -0.272 -0.324 -0.099 -0.496 0.2810
C -7.859 -0.964 -1.699 -0.020 -0.052 -0.094 -0.9948
S -7.355 0.623 -1.014 0.031 -0.026 -0.077 0.6370
O -8.211 0.884 0.168 -0.008 -0.024 0.023 -0.6750
C -7.992 1.615 -2.371 -0.033 0.042 -0.102 -0.9801
H -7.593 -1.743 -0.986 -0.014 0.035 0.041 0.2978
H -8.937 -0.970 -1.859 -0.006 0.037 0.048 0.3942
H -7.335 -1.136 -2.640 0.021 0.012 0.013 0.3342
H -9.060 1.435 -2.485 0.000 -0.026 0.061 0.3412
H -7.462 1.358 -3.288 0.021 -0.008 0.017 0.3348
H -7.820 2.663 -2.132 0.021 -0.017 0.061 0.3122
C 8.689 -0.813 0.679 0.031 0.095 0.103 -0.9645
S 7.311 -1.285 -0.372 0.099 -0.106 -0.078 0.4993
O 6.245 -0.257 -0.212 -0.082 -0.084 0.069 -0.5933
C 6.825 -2.711 0.610 0.060 -0.035 0.159 -0.7663
H 9.130 0.094 0.272 -0.035 -0.004 -0.048 0.3335
H 8.332 -0.625 1.692 -0.052 0.000 -0.021 0.3060
H 9.432 -1.611 0.680 -0.016 -0.008 -0.045 0.3703
H 6.589 -2.397 1.627 -0.021 0.067 -0.027 0.2975
H 7.633 -3.442 0.619 0.015 0.018 -0.053 0.4406
H 5.945 -3.155 0.155 0.038 -0.031 -0.067 0.1198
C 0.985 -1.805 -7.466 -0.051 -0.084 -0.012 -0.9828
S 1.504 -0.199 -6.857 0.113 -0.113 -0.154 0.3797
O 0.738 0.054 -5.600 -0.086 -0.002 -0.210 -0.6340
C 0.724 0.767 -8.153 -0.103 0.053 -0.020 -1.0131
H 1.337 -2.561 -6.767 0.012 0.051 0.052 0.3064
H -0.102 -1.841 -7.526 -0.002 0.051 0.033 0.3035
H 1.427 -1.977 -8.447 0.031 0.027 0.011 0.4325
H -0.347 0.562 -8.170 0.010 -0.038 0.043 0.3086
H 1.175 0.514 -9.112 0.036 -0.008 0.018 0.4137
H 0.892 1.820 -7.939 0.046 -0.019 0.040 0.3237
C -1.162 1.379 4.424 -0.114 -0.044 0.010 -1.0001
S 0.355 1.498 3.469 -0.083 0.118 0.038 0.6372
O 1.192 0.309 3.812 -0.098 -0.093 -0.092 -0.6691
C 1.004 2.911 4.350 0.200 0.104 -0.080 -1.0063
H -1.728 0.522 4.061 0.044 -0.014 -0.020 0.3228
H -0.921 1.240 5.477 0.060 0.000 -0.012 0.3229
H -1.746 2.289 4.287 0.054 0.032 0.011 0.3713
H 1.094 2.673 5.409 -0.046 -0.052 -0.002 0.2989
H 0.336 3.759 4.212 -0.036 -0.020 0.064 0.3416
H 1.986 3.147 3.942 -0.004 -0.091 -0.055 0.3789
C -2.713 5.079 7.624 -0.058 -0.091 0.018 -0.9276
S -1.232 5.792 6.898 -0.029 0.153 0.074 0.4312
O -0.938 5.021 5.657 -0.042 -0.168 0.027 -0.5504
C -0.100 5.205 8.164 0.053 -0.090 0.037 -0.9220
H -3.550 5.294 6.963 0.039 0.045 -0.032 0.3168
H -2.592 4.001 7.724 0.051 0.008 -0.021 0.2848
H -2.892 5.534 8.598 0.011 0.030 -0.012 0.3783
H -0.151 4.118 8.229 -0.039 0.004 -0.037 0.2748
H -0.363 5.655 9.121 -0.007 0.029 -0.015 0.3936
H 0.907 5.509 7.884 -0.027 0.042 -0.045 0.3136
```
Forces are in eV/Å.



# 2
Molecular formula: C17H50FO7PS2Si2
Method: DFT, ωB97M-V/def2-TZVPD

Properties
HOMO energy	-8.643	eV
E_LUMO	-0.048	eV
frontier orbital gap	8.60	eV

```
80
Properties=species:S:1:pos:R:3:forces:R:3:mulliken_charge:R:1
C -1.896 -1.271 6.088 -0.582 1.026 -0.321 -1.2582
C -1.775 -1.577 4.483 -1.248 -0.635 0.216 0.8151
C -3.239 -1.135 3.804 0.112 -0.090 -0.132 -0.7431
C -0.541 -0.823 3.715 0.170 -1.071 0.009 -0.1809
C 0.500 -0.012 4.686 0.627 0.084 -2.058 0.2840
C 1.620 -1.063 5.271 0.398 0.681 -0.786 -1.2014
C 1.344 1.023 3.678 0.307 0.572 2.125 -0.5722
O 0.445 1.986 2.983 1.604 -1.415 -2.565 -0.3805
Si 0.815 1.911 1.245 -1.748 0.361 1.477 0.7300
S 2.649 2.946 0.742 0.742 -0.129 -0.235 -0.4057
O -0.607 2.483 0.353 0.834 -3.377 -0.239 -0.1986
Si -1.384 1.122 -0.478 4.080 0.768 -0.511 0.8573
F -0.150 0.369 -1.526 -2.535 1.517 2.022 -0.4027
P -3.030 1.840 -1.790 -1.424 1.476 -1.085 0.0066
S -3.898 3.420 -0.996 0.225 -0.469 0.185 -0.3870
H -2.918 -1.698 6.499 2.169 0.671 -0.855 0.3560
H -1.987 -0.086 6.196 0.288 -2.532 -0.004 0.2750
H -1.006 -1.659 6.740 -1.679 0.721 -1.332 0.2451
H -1.710 -2.763 4.372 0.079 2.669 0.023 0.0647
H -3.735 -0.284 4.458 0.870 -1.855 -1.271 0.3597
H -3.949 -2.084 3.688 1.471 2.225 0.516 0.0588
H -3.115 -0.690 2.721 -0.077 -0.971 2.117 0.0661
H 0.096 -1.683 3.187 -1.226 1.889 1.051 0.1660
H -0.995 -0.187 2.834 1.026 -0.929 2.020 -0.3309
H 0.004 0.679 5.488 0.843 -1.589 -1.499 0.3435
H 2.322 -1.340 4.347 -1.514 0.426 1.990 0.3034
H 2.306 -0.506 6.040 -1.363 -1.270 -1.235 0.3103
H 1.175 -2.060 5.691 0.774 2.088 -0.664 0.3151
H 1.994 1.691 4.422 -1.022 -1.476 -1.810 0.1577
H 2.047 0.449 2.935 -1.330 0.896 1.406 0.2387
H 0.998 0.504 0.880 -0.069 -0.154 0.032 -0.1348
H 3.684 2.028 0.409 -1.857 0.544 0.510 0.1725
H -1.861 0.079 0.426 0.017 -0.026 0.131 -0.1552
H -3.998 0.771 -2.029 1.125 0.367 0.016 0.1252
H -2.530 2.225 -3.105 -0.083 -0.904 0.791 0.0678
C 1.037 3.696 -2.834 0.076 -0.164 0.158 -0.8542
C 0.423 3.674 -4.219 0.190 0.364 0.296 0.1903
O -0.360 4.841 -4.420 -0.043 0.318 -0.241 -0.5568
H 0.257 3.750 -2.068 0.062 -0.067 -0.097 0.2538
H 1.640 2.800 -2.661 -0.011 0.066 0.066 0.2968
H 1.671 4.579 -2.706 0.009 -0.100 -0.054 0.2941
H -0.228 2.802 -4.335 -0.034 0.193 -0.100 0.3291
H 1.197 3.633 -4.991 0.099 -0.242 -0.038 -0.2876
H 0.228 5.609 -4.323 -0.311 -0.381 0.052 0.3292
C -3.651 -5.711 1.693 -0.054 -0.071 0.189 -1.0162
C -3.778 -4.202 1.646 0.148 -0.344 -0.260 -0.2146
O -2.511 -3.601 1.869 0.457 0.220 -0.161 -0.3355
H -3.258 -6.034 2.663 -0.220 0.073 -0.196 0.1849
H -4.620 -6.190 1.527 0.125 -0.052 0.022 0.3420
H -2.948 -6.064 0.931 -0.124 0.020 -0.060 0.3100
H -4.464 -3.852 2.423 0.219 0.069 -0.081 0.2980
H -4.158 -3.871 0.675 -0.219 -0.012 0.018 0.2272
H -1.911 -3.913 1.169 -0.322 0.146 0.401 0.2198
C -0.972 -9.186 3.532 0.234 -0.033 -0.106 -1.0394
C -1.816 -8.177 4.284 -0.027 -0.363 -0.053 -0.1391
O -3.128 -8.142 3.742 -0.383 -0.227 0.033 -0.5074
H -0.922 -8.930 2.469 0.022 0.049 0.167 0.2657
H 0.044 -9.221 3.935 -0.067 -0.074 -0.057 0.3220
H -1.413 -10.186 3.599 0.087 0.051 0.101 0.3175
H -1.384 -7.175 4.196 -0.236 -0.062 -0.024 0.2432
H -1.881 -8.433 5.346 0.205 0.072 0.054 0.2822
H -3.506 -9.034 3.832 0.180 0.502 -0.054 0.2849
C 2.591 2.603 -7.662 0.095 -0.206 0.110 -1.0965
C 2.891 4.022 -8.098 -0.314 -0.231 -0.080 0.0594
O 2.237 4.299 -9.327 -0.275 0.138 -0.129 -0.5443
H 2.922 1.888 -8.422 0.044 0.150 0.111 0.3255
H 3.091 2.371 -6.717 -0.080 -0.052 -0.028 0.2957
H 1.513 2.456 -7.535 0.078 0.059 0.110 0.3051
H 3.966 4.158 -8.245 -0.193 0.074 -0.141 0.2534
H 2.550 4.743 -7.348 0.121 0.006 0.207 0.0829
H 1.282 4.184 -9.184 0.511 0.072 -0.107 0.3178
C 5.186 5.630 -5.226 0.244 -0.013 -0.038 -1.1552
C 4.072 5.429 -4.219 0.076 0.064 -0.358 0.1402
O 3.220 6.564 -4.206 -0.469 0.165 -0.118 -0.5541
H 5.770 6.523 -4.981 -0.071 -0.164 0.049 0.3156
H 5.855 4.765 -5.245 -0.025 0.073 -0.070 0.3414
H 4.778 5.782 -6.230 0.020 -0.123 0.048 0.2340
H 4.484 5.299 -3.214 -0.213 0.136 -0.080 0.3803
H 3.476 4.545 -4.465 0.135 -0.193 0.060 -0.0391
H 2.853 6.666 -5.101 0.244 0.007 0.445 0.3304
```
Forces are in eV/Å.



# 3
Molecular formula: C17H50NO18
Method: DFT, ωB97M-V/def2-TZVPD

Properties
HOMO energy	-7.152	eV
energy relative to the best compared isomer or geometry (same formula, charge and spin)	0.0000	eV
E_LUMO	2.514	eV
frontier orbital gap	9.67	eV
net charge	-1

```
86
Properties=species:S:1:pos:R:3:forces:R:3:mulliken_charge:R:1
N -11.001 7.933 -6.029 -0.151 0.133 -0.412 0.5696
O -10.567 7.953 -7.204 0.307 -0.049 0.208 -0.3608
O -10.539 8.732 -5.183 -0.288 -0.363 0.083 -0.4478
O -11.904 7.134 -5.746 0.408 0.201 0.313 -0.0758
C -7.349 5.839 -9.475 -0.003 -1.000 0.407 -1.1272
C -7.292 5.909 -7.947 -0.658 0.695 0.368 0.4314
C -7.140 7.352 -7.473 0.420 -0.185 0.169 -0.8845
O -8.489 5.362 -7.364 0.033 0.213 -0.447 -0.5891
H -8.281 6.250 -9.868 0.049 0.281 0.153 0.1043
H -7.371 4.777 -9.739 0.129 0.097 -0.228 0.3507
H -6.491 6.318 -9.942 0.011 0.055 -0.025 0.3737
H -6.504 5.283 -7.524 0.156 0.037 -0.273 0.3704
H -7.930 7.967 -7.905 0.088 0.115 -0.017 -0.1055
H -6.156 7.754 -7.734 -0.141 0.079 -0.232 0.4932
H -7.208 7.431 -6.388 -0.148 -0.111 -0.003 0.2703
H -9.199 5.970 -7.626 0.050 -0.221 0.166 0.2827
C -11.601 8.065 -10.064 0.421 0.405 -0.078 0.3913
C -10.338 8.918 -10.289 -0.658 0.175 0.354 -0.4043
O -10.247 9.925 -9.285 -0.153 -0.121 -0.273 -0.5412
O -11.697 7.004 -11.023 0.585 0.232 -0.052 -0.6870
H -12.472 8.713 -10.184 0.010 0.101 0.207 0.4340
H -11.607 7.664 -9.051 -0.046 -0.246 -0.327 -0.3123
H -10.493 9.409 -11.251 0.500 0.126 -0.047 0.3551
H -9.404 8.354 -10.266 -0.172 -0.394 -0.377 0.1080
H -10.227 9.428 -8.455 0.023 0.132 0.280 0.1721
H -12.168 7.366 -11.777 0.076 -0.044 -0.220 0.3722
C -13.240 5.475 -8.012 0.598 -0.182 0.381 0.6918
C -14.016 5.084 -9.243 -1.168 0.126 0.542 -0.8355
O -13.956 6.079 -10.251 -0.438 -0.669 0.259 -0.5744
O -11.843 5.269 -8.238 -0.099 0.299 0.113 -0.5631
H -13.544 4.937 -7.105 -0.163 -0.379 -0.268 0.0332
H -13.422 6.520 -7.746 -0.128 0.113 -0.374 -0.0946
H -15.059 4.982 -8.911 -0.053 0.377 -0.194 0.3959
H -13.810 4.074 -9.613 0.666 0.121 -0.034 0.2752
H -13.018 6.188 -10.481 0.046 -0.026 -0.007 0.5069
H -11.398 5.877 -7.628 -0.020 -0.137 -0.086 -0.1176
C -12.616 11.301 -7.535 0.446 -0.536 -0.330 0.3886
C -13.577 10.477 -6.709 0.024 -0.322 -0.985 -0.0709
O -14.862 10.374 -7.325 -0.371 0.517 0.468 -0.6087
O -13.017 12.662 -7.543 0.044 0.027 0.098 -0.6037
H -12.542 10.907 -8.559 -0.336 0.022 0.002 0.1989
H -11.598 11.161 -7.151 -0.161 0.253 0.311 -0.2724
H -13.667 10.938 -5.729 -0.324 -0.083 0.040 0.3342
H -13.215 9.446 -6.621 0.458 0.185 0.332 -0.0462
H -14.789 9.844 -8.122 0.177 -0.063 -0.018 0.3514
H -12.297 13.170 -7.923 -0.018 0.027 0.016 0.3644
C -9.759 8.021 -2.113 0.737 0.407 -0.206 0.4040
C -10.645 8.933 -1.315 -0.269 -0.072 0.654 -0.3987
O -11.542 8.214 -0.478 -0.308 0.216 0.037 -0.5299
O -8.742 7.393 -1.303 -0.575 0.140 0.169 -0.5685
H -9.238 8.610 -2.877 -0.294 -0.128 -0.184 0.0885
H -10.376 7.252 -2.574 0.185 -0.123 -0.032 -0.2164
H -11.263 9.556 -1.962 0.010 -0.143 -0.155 0.0812
H -10.049 9.625 -0.699 0.136 -0.014 -0.134 0.5097
H -11.062 7.731 0.199 0.239 -0.045 -0.141 0.2899
H -8.331 8.124 -0.825 0.154 -0.218 -0.034 0.3622
C -13.913 8.849 -3.660 -0.218 -0.597 -0.214 0.6657
C -14.449 9.387 -2.364 -0.019 0.212 0.606 -0.6067
O -15.725 8.824 -2.048 0.084 -0.213 -0.284 -0.5533
O -13.642 7.453 -3.545 0.408 0.325 0.095 -0.6166
H -12.979 9.363 -3.905 -0.083 0.287 0.012 -0.4152
H -14.622 8.972 -4.484 -0.099 0.365 0.068 0.3471
H -14.560 10.478 -2.380 0.233 -0.001 -0.361 0.3689
H -13.719 9.143 -1.581 -0.118 -0.077 0.004 0.1580
H -16.160 9.412 -1.430 -0.011 0.021 0.093 0.2926
H -12.854 7.335 -4.100 -0.269 -0.399 0.035 0.2251
C -12.762 3.791 -4.188 0.548 0.514 -0.808 -0.5327
C -11.308 4.227 -4.278 -0.161 -0.105 0.021 0.6204
O -10.481 3.200 -3.707 -0.082 0.307 0.135 -0.6225
O -13.186 3.749 -2.847 -0.196 -0.388 0.064 -0.5574
H -12.922 2.859 -4.742 0.089 -0.231 0.293 0.3462
H -13.347 4.539 -4.727 -0.147 0.122 0.325 0.0975
H -11.233 5.155 -3.702 0.118 -0.015 0.032 -0.2380
H -10.983 4.434 -5.302 -0.213 -0.078 -0.069 0.2021
H -9.676 3.642 -3.419 0.038 -0.208 0.006 0.3382
H -12.639 3.086 -2.409 0.022 0.102 -0.004 0.3522
C -8.466 11.335 -6.052 0.450 -0.591 0.966 -0.2072
C -9.222 12.083 -4.972 -0.642 0.529 -0.038 -0.4308
O -10.559 11.588 -4.851 0.592 -0.278 0.133 -0.5396
O -8.056 10.044 -5.579 -0.290 0.124 0.051 -0.5790
H -7.526 11.860 -6.247 -0.241 0.037 -0.470 0.4064
H -9.109 11.174 -6.922 0.221 0.536 -0.235 -0.0383
H -9.310 13.156 -5.179 -0.050 -0.121 -0.392 0.3715
H -8.689 12.061 -4.013 0.079 -0.467 -0.036 0.2484
H -10.489 10.622 -4.956 -0.402 0.283 0.171 0.1782
H -8.862 9.501 -5.486 0.318 -0.031 -0.133 0.3999
```
Forces are in eV/Å.